Entry 1:
ORCA calculation (ωB97M-V with the def2-TZVPD basis set) on a cluster of 3 separate species, C5H16O2 in total in a non-equilibrium geometry.

Calculated values
Charge: 0
Energy relative to the best compared isomer or geometry (same formula, charge and spin) in eV: 2.628
LUMO level in eV: 0.85
Kohn-Sham gap in eV: 10.76
SMILES: CCCCC.O.O

Geometry (Å):
C 1.379 -1.846 -0.434
H -0.004 -2.503 4.177
H 0.125 2.073 0.718
H 1.568 -1.540 0.591
H -5.553 0.382 -0.474
O -5.087 0.205 -1.313
H 2.359 -2.039 -0.729
C 0.760 1.441 0.143
C 1.078 -0.705 -1.378
C 1.852 2.535 -0.461
H 1.947 3.317 0.298
H -0.416 0.807 -1.781
O -0.874 -2.126 4.334
H 1.486 2.999 -1.423
H 1.365 0.782 0.788
C 0.104 0.366 -0.913
H -5.926 0.374 -1.786
H 0.272 -1.004 -2.288
H 1.962 -0.451 -1.875
H 0.610 -2.631 -0.197
H -0.694 -0.239 -0.446
H -1.007 -2.113 5.299
H 2.696 1.919 -0.850

Force components x, y, z for each atom (eV/Å):
C -1.37 0.53 1.51
H 0.00 -0.01 0.16
H -1.13 -0.16 0.46
H -0.08 0.95 0.34
H 1.25 -0.27 0.52
O -2.08 0.55 0.54
H 1.46 -2.22 -0.48
C 1.78 -0.52 -2.40
C -5.03 -1.02 -2.29
C -2.10 -2.19 -1.53
H 0.84 -0.38 -0.28
H 0.54 0.42 0.43
O -0.24 0.08 0.52
H -0.10 -0.24 1.11
H -0.39 0.49 0.21
C 0.41 1.87 1.71
H 0.83 -0.28 -1.06
H 2.74 -0.47 1.84
H 1.19 1.08 -0.66
H 0.92 0.33 -1.32
H 0.20 0.59 0.35
H 0.24 -0.07 -0.68
H 0.12 0.95 1.02

---

Entry 2:
ORCA calculation (ωB97M-V with the def2-TZVPD basis set) on a structure of composition C24H28AgCl3N4 in a non-equilibrium geometry.

Calculated values
Charge: +2
Energy relative to the best compared isomer or geometry (same formula, charge and spin) in eV: 9.239
LUMO level in eV: -7.35
Kohn-Sham gap in eV: 1.06

Geometry (Å):
C 6.801 -4.168 -7.927
H -10.362 6.051 5.618
C 4.694 -0.872 -3.899
H 6.946 1.503 -3.432
H -5.912 2.282 8.008
N -4.147 -0.183 6.813
C -7.983 4.870 5.980
C 7.041 -0.073 -5.023
H -2.169 -0.839 7.142
C -5.092 0.935 4.994
C -5.401 1.753 7.217
H -6.253 4.496 7.031
H -9.542 3.206 3.700
H 5.956 -3.815 -6.071
C -4.669 0.656 7.706
H -3.775 -0.720 4.802
H 8.977 -4.188 -10.358
H 8.245 -5.512 -9.591
C 7.779 -1.539 -7.748
C -10.197 5.149 5.029
H 6.397 -5.150 -8.122
C 6.530 0.621 -3.894
Cl -1.620 0.185 -0.883
H 5.677 1.314 -1.536
C 4.895 0.734 -2.026
C 6.540 -3.314 -6.828
C -6.832 4.189 6.173
H -5.159 1.065 3.924
Cl -3.266 -5.899 2.141
H -3.152 -2.094 6.569
C -4.333 -0.112 5.499
H 8.616 -2.064 -9.670
C -7.601 2.653 4.447
C 5.147 -1.527 -5.101
C 8.013 -4.517 -9.971
H -10.920 4.379 5.301
H 7.926 0.299 -5.518
H 4.621 -0.127 -1.417
C 8.017 -2.375 -8.828
N 5.407 0.085 -3.300
H -8.233 5.636 6.699
C 6.379 -1.150 -5.633
C -8.637 3.502 4.211
C -6.626 2.941 5.418
N -8.861 4.558 5.034
H 7.215 -4.535 -10.713
H -7.625 1.703 3.934
H 8.174 -0.534 -7.721
H 3.756 -1.161 -3.450
C -3.173 -1.248 7.256
H -4.489 0.485 8.757
H 4.506 -2.266 -5.559
H 4.029 1.325 -2.325
Ag 0.119 -3.663 0.637
H -10.396 5.466 4.005
C 6.910 -1.987 -6.743
H -3.416 -1.549 8.275
N 7.556 -3.645 -8.912
C -5.664 1.867 5.839
Cl 2.635 -3.078 4.037

Force components x, y, z for each atom (eV/Å):
C 0.38 2.49 0.55
H 0.69 -0.32 0.38
C 0.65 -1.16 -1.74
H 0.22 -0.15 -0.08
H 0.02 0.63 -0.33
N 1.56 -2.18 0.32
C -0.02 0.81 0.54
C -0.25 1.29 0.42
H -0.03 0.26 0.50
C 0.12 -0.02 -0.51
C -0.04 -1.82 0.79
H 0.45 -0.19 -0.22
H 0.34 0.02 -0.78
H -0.09 0.31 0.27
C -0.70 1.51 -1.29
H -0.02 -0.55 0.35
H -0.36 0.39 -0.23
H -0.49 0.04 0.16
C -0.74 -0.30 -0.33
C -0.96 0.40 -1.11
H 0.10 -0.13 0.53
C -0.58 -2.58 -1.29
Cl 0.32 -0.29 0.13
H -0.09 -0.09 -0.29
C -0.20 -1.07 -0.75
C -1.11 -2.51 -0.75
C 0.91 -3.00 -0.90
H -0.10 -0.23 -0.13
Cl 0.40 0.43 -0.15
H -0.67 -0.01 0.10
C -0.46 1.97 -0.83
H 0.10 0.07 0.06
C 1.16 -0.25 0.03
C -0.38 1.61 2.05
C 0.28 -0.55 -0.96
H 0.04 0.11 0.11
H 0.23 0.15 0.33
H -0.21 0.42 0.32
C 0.47 0.23 0.16
N 0.89 1.55 -0.39
H -0.26 0.30 -0.32
C -0.52 -0.52 0.91
C -1.45 0.37 1.49
C -0.67 1.40 0.91
N 0.04 -0.35 -0.10
H 0.39 -0.26 -0.30
H 0.24 -0.03 -0.14
H 0.08 -0.01 -0.30
H -0.02 0.05 0.21
C 0.17 0.16 -0.10
H 0.07 -0.10 -0.06
H -0.01 0.01 0.13
H 0.06 0.05 0.38
Ag -0.44 0.11 0.74
H -0.13 -0.14 -0.04
C 0.74 0.24 -0.30
H 0.19 0.03 -0.20
N 0.28 0.41 1.38
C -0.26 0.94 1.29
Cl -0.32 0.05 -0.60

---

Entry 3:
ORCA calculation (ωB97M-V with the def2-TZVPD basis set) on a cluster of 2 separate species, CHBrClNO2 in total in a non-equilibrium geometry.

Calculated values
Charge: 0
Energy relative to the best compared isomer or geometry (same formula, charge and spin) in eV: 3.421
LUMO level (spin up / spin down) in eV: -1.56 / -1.83
Kohn-Sham gap (spin up / spin down) in eV: 8.61 / 8.66

Geometry (Å):
O 0.677 -0.211 1.631
H -1.603 0.998 -0.164
Br 1.389 1.646 -0.457
Cl 0.359 -0.741 -1.998
N -0.055 -0.563 0.755
O -0.929 -1.390 0.788
C 0.163 0.262 -0.554

Force components x, y, z for each atom (eV/Å):
O 0.28 -0.25 1.14
H 2.93 -1.14 -1.17
Br 0.18 0.15 0.11
Cl -0.58 0.64 1.27
N 0.43 0.49 -1.17
O 0.30 0.08 -0.25
C -3.53 0.03 0.06

---

Entry 4:
ORCA calculation (ωB97M-V with the def2-TZVPD basis set) on an isolated molecule of C3H11N3OS in a non-equilibrium geometry.

Calculated values
Charge: 0
Energy relative to the best compared isomer or geometry (same formula, charge and spin) in eV: 4.041
LUMO level in eV: 0.71
Kohn-Sham gap in eV: 9.80
SMILES: CN=[S@@](N)(=O)N(C)C

Geometry (Å):
H 0.919 -3.091 0.007
H -1.165 0.211 -2.189
N -0.062 -1.313 -0.436
H 1.280 -1.719 1.172
H -1.943 -1.796 -0.073
S 0.210 0.437 -0.638
C 1.122 -2.015 0.032
N 0.256 0.956 0.766
H -1.246 1.643 -1.728
H -0.289 3.075 0.499
N -1.271 0.763 -1.394
O 1.337 0.715 -1.508
C -1.155 -1.399 0.466
H 2.094 -1.810 -0.395
C 0.478 2.360 0.944
H 1.425 2.609 0.565
H 0.439 2.672 1.926
H -1.408 -0.387 0.667
H -1.020 -1.910 1.317

Force components x, y, z for each atom (eV/Å):
H 0.04 0.25 -0.13
H -0.38 -1.50 -1.97
N 2.12 2.52 -1.83
H -0.22 -0.75 -1.94
H -1.93 -1.12 -0.82
S 1.29 -1.86 0.89
C 0.34 0.39 3.41
N -0.65 0.00 0.18
H 0.04 4.16 -1.03
H 0.58 -0.99 -0.13
N 0.78 -2.98 2.34
O -0.86 -0.42 -0.25
C -1.13 1.83 -2.10
H -0.25 0.30 -0.87
C -1.39 0.98 -1.75
H 1.36 0.74 -0.60
H 0.09 -0.01 2.46
H -0.86 0.31 1.03
H 1.02 -1.85 3.09

---

Entry 5:
ORCA calculation (ωB97M-V with the def2-TZVPD basis set) on a cluster of 6 separate species, C28H59Br10NO in total.

Calculated values
Charge: 0
LUMO level in eV: 0.28
Kohn-Sham gap in eV: 9.52
SMILES: CCCCCCCCCCCCC[C@H](OC)[C@H](N)CC.BrCCBr.BrCCBr.BrCCBr.BrCCBr.BrCCBr

Geometry (Å):
Br -4.883 0.839 7.437
C -6.679 1.355 6.914
H -0.217 -0.251 -3.129
H 2.060 -2.164 0.884
H -3.949 2.141 3.714
Br 0.093 2.479 -3.993
H 2.402 -0.782 1.913
H 8.252 -3.635 -3.370
H 6.503 -2.613 -4.955
H -0.438 0.917 1.371
H -6.227 1.050 4.827
H -2.863 4.003 2.599
H -3.428 -2.233 -1.311
Br -3.303 6.622 3.896
H 0.397 6.026 3.096
H -0.864 -2.316 0.337
H 2.587 -4.130 -0.532
H -2.169 -3.446 0.524
H 3.937 -1.552 -0.641
H -6.973 2.166 7.573
H -0.637 3.889 1.725
H 4.457 1.668 -0.400
H 1.756 -2.342 -3.457
H 2.278 0.838 0.207
C -1.546 6.922 3.130
Br 6.053 -3.613 -2.225
C -6.750 1.759 5.464
C -3.319 1.924 2.851
H 0.274 -0.234 -0.431
C -0.238 1.783 2.005
H -1.846 3.180 3.760
C 2.648 -2.000 -2.927
O 2.676 -0.592 -2.793
H -2.808 0.980 3.070
H 1.579 0.943 -2.085
H 7.409 -5.188 -3.573
C -2.311 3.074 2.772
H -0.313 1.447 3.042
C -2.570 -1.488 1.363
H 3.523 -2.303 -3.500
C 1.310 2.192 -6.578
H -2.466 -0.594 -2.641
H 2.217 2.008 -7.149
Br 5.320 -4.689 -5.610
H 2.692 -2.503 -1.959
C 0.700 -0.809 -1.260
H 2.438 2.335 -4.759
H 1.611 0.781 -4.962
C 1.536 1.852 -5.129
H -2.785 -2.125 2.224
H -7.310 0.487 7.091
C -0.515 5.972 3.685
H 0.996 3.223 -6.708
C 3.260 -6.104 -1.000
H 3.529 -2.129 1.847
H 0.976 -1.775 -0.834
H 4.176 -5.938 -0.439
H -1.943 -3.026 -1.755
H -1.816 -0.780 1.712
C 3.625 -0.826 0.114
C 1.928 -0.019 -1.700
C 6.831 -3.648 -4.977
H 4.351 0.938 -1.849
C -3.853 -0.708 1.026
C -1.953 -2.405 0.274
C -4.199 1.768 1.603
C 7.306 -4.109 -3.623
C -0.372 -0.994 -2.342
H -0.883 4.951 3.703
H -1.294 7.959 3.326
C 2.193 -5.145 -0.540
H -4.482 -0.706 1.922
Br -0.012 6.410 5.507
H -7.785 1.846 5.144
H -4.318 2.748 1.130
H -5.204 1.451 1.901
Br -5.932 3.488 5.144
H 1.816 -5.400 0.446
N 3.798 1.359 -1.107
C -3.667 0.758 0.582
C 2.890 0.349 -0.560
H -0.253 -1.977 -2.808
H -1.652 6.764 2.059
C -1.196 2.949 1.735
H 7.621 -3.769 -5.713
C 2.861 -1.513 1.242
Br -0.071 1.090 -7.383
Br 2.765 -7.956 -0.695
H 0.800 2.066 1.826
H -2.604 0.947 0.429
H 3.463 -6.004 -2.063
H 4.554 -0.424 0.526
H -4.157 0.929 -0.380
Br 0.658 -5.124 -1.729
C -1.808 -0.890 -1.822
H -4.427 -1.254 0.274
H -1.848 -0.075 -1.094
C -2.343 -2.179 -1.189
H -1.622 2.857 0.732

Force components x, y, z for each atom (eV/Å):
Br 0.01 0.01 0.00
C 0.02 0.03 0.00
H -0.01 0.01 0.05
H 0.01 0.05 0.00
H 0.00 -0.11 0.00
Br -0.11 0.14 -0.06
H 0.02 0.02 -0.03
H -0.02 0.03 0.01
H 0.05 0.01 -0.02
H -0.09 0.01 0.03
H -0.04 -0.01 -0.02
H -0.04 -0.05 -0.01
H 0.00 0.03 0.08
Br -0.06 0.08 0.07
H 0.01 0.02 0.01
H -0.01 -0.10 0.07
H 0.00 -0.01 0.00
H -0.08 0.01 -0.02
H 0.05 0.03 -0.01
H -0.03 -0.02 0.00
H 0.04 -0.04 -0.01
H -0.07 -0.02 -0.01
H -0.03 0.01 0.05
H 0.04 0.07 -0.02
C 0.03 -0.05 -0.01
Br 0.00 0.01 0.11
C 0.05 -0.03 -0.04
C 0.02 0.02 0.00
H 0.00 -0.01 0.00
C 0.08 -0.01 0.03
H -0.04 -0.05 0.01
C 0.02 -0.05 -0.06
O -0.15 0.05 0.06
H 0.00 0.02 0.00
H -0.01 -0.07 -0.06
H 0.04 0.01 -0.01
C 0.00 -0.10 -0.03
H 0.04 0.02 -0.01
C -0.02 0.00 -0.03
H 0.02 0.10 0.00
C -0.03 0.01 0.02
H 0.04 -0.05 -0.05
H 0.00 -0.02 0.00
Br -0.02 0.01 0.01
H -0.02 -0.08 -0.05
C 0.04 0.00 0.07
H -0.01 0.02 0.00
H 0.06 0.01 0.02
C 0.04 -0.11 0.08
H 0.06 0.01 0.03
H 0.01 -0.01 0.00
C -0.03 -0.02 0.03
H 0.04 0.00 -0.02
C 0.02 -0.02 -0.03
H 0.01 -0.02 -0.02
H 0.02 -0.01 -0.03
H 0.00 0.00 0.01
H -0.06 0.00 -0.05
H 0.00 0.05 -0.01
C 0.01 0.05 0.00
C 0.10 -0.10 0.00
C -0.03 0.01 0.02
H -0.10 0.00 -0.02
C -0.08 -0.10 0.06
C 0.11 0.07 -0.08
C 0.01 0.02 0.00
C -0.05 -0.05 -0.04
C 0.06 -0.08 -0.04
H 0.08 0.13 0.00
H 0.01 0.00 -0.03
C -0.01 -0.01 0.02
H -0.01 0.00 -0.01
Br -0.01 0.00 0.02
H 0.00 0.02 0.02
H 0.00 -0.01 0.01
H 0.01 0.04 -0.02
Br -0.04 0.09 0.04
H 0.02 0.03 0.01
N 0.17 -0.01 0.00
C 0.04 -0.02 0.03
C -0.06 -0.06 -0.02
H 0.03 0.06 -0.09
H -0.02 0.00 0.00
C -0.04 -0.04 -0.07
H -0.01 -0.03 -0.01
C -0.08 -0.12 0.05
Br -0.01 0.00 0.01
Br -0.02 0.01 -0.02
H 0.00 0.02 -0.01
H -0.02 0.06 -0.05
H 0.03 0.03 0.01
H -0.02 0.02 0.04
H 0.03 -0.02 0.01
Br -0.01 0.04 0.01
C -0.02 0.07 0.06
H -0.01 0.02 0.04
H -0.07 -0.01 -0.10
C 0.07 -0.01 0.05
H -0.01 0.05 0.01

---

The following electronic energy values (in eV) correspond, in order, to the records above: -9537.2019; -72845.7692; -89196.1776; -20638.8480; -733956.1703.